Density functional theory data (ωB97M-V/def2-TZVPD) for C4H4HoO2 as an isolated structure at a distorted geometry.

Each line ends with the Löwdin charge.
Positions of all 11 atoms, in Å:
H1 0.7178 -1.0558 1.2991  0.2190
O1 -2.4950 -0.4522 -0.7238  -0.0342
C1 -1.7199 0.5564 -0.0956  -0.2602
C2 -0.2872 0.2931 -0.2744  0.1558
C3 0.7575 -0.1962 0.4540  -0.0746
H2 -3.4227 -0.3016 -0.5189  0.1069
H3 -1.9324 0.5963 0.9912  0.1450
H4 -1.9644 1.5486 -0.5142  0.1368
C4 1.9178 -0.7734 0.1017  -0.1737
O2 3.1102 -0.7841 -0.0639  -0.0769
Ho1 5.3183 0.5689 -0.6554  1.8560

Values from the calculation:
Largest force on an atom (eV Å⁻¹): 2.4
2S+1: 6
Energy relative to the best compared isomer or geometry (same formula, charge and spin) (kJ/mol): 149.6
LUMO level (alpha / beta) (Ha): -0.38460 / -0.38593
HOMO (alpha / beta) (eV): -14.7275 / -15.9205
Energy (a.u.): -1252.43081
Charge: +2